Record 1
Here is a cluster of 11 separate species, C35H55Br12N3O2 in total from OMol25. Energies are from the ωB97M-V functional and the def2-TZVPD basis.

Properties
Orbital gap   9.37 eV
Relative energy (zero: lowest compared OMol25 entry of this formula, charge and spin)   59.00 kcal/mol

XYZ file:
```
107
Properties=species:S:1:pos:R:3:forces:R:3
C 5.545 0.808 -1.895 -2.7 -1.7 2.2
C 4.772 0.035 -0.907 1.7 -0.8 -1.5
C 5.032 -1.379 -0.774 -0.1 2.5 -0.9
N 5.866 -2.055 -1.590 0.2 1.1 -0.3
C 6.507 -1.310 -2.506 -0.9 0.5 -0.4
C 6.362 0.087 -2.698 1.1 -1.0 0.4
H 5.373 1.855 -2.093 0.0 0.1 0.4
H 3.970 0.481 -0.338 0.2 0.1 0.2
H 4.483 -1.931 -0.026 0.0 -0.2 0.0
H 7.045 -1.794 -3.307 0.4 -0.6 0.4
H 6.996 0.624 -3.389 0.0 -0.3 -0.4
C -1.067 -6.043 -1.869 0.8 0.0 -0.3
C -1.166 -4.663 -2.023 0.4 -0.5 1.2
C -0.674 -3.896 -0.963 -1.3 0.5 1.2
N -0.137 -4.306 0.203 0.5 -2.5 -0.9
C 0.065 -5.664 0.263 -1.1 0.4 -1.9
C -0.423 -6.562 -0.746 0.8 1.6 1.2
H -1.354 -6.700 -2.677 -0.3 -0.1 0.1
H -1.676 -4.184 -2.846 0.1 0.0 -0.1
H -0.988 -2.866 -0.874 0.4 0.5 -0.6
H 0.616 -6.108 1.079 0.0 0.4 0.4
H -0.205 -7.608 -0.589 -0.2 -0.1 -0.3
C -0.738 4.679 0.740 -0.1 0.5 -1.0
C -2.003 5.110 1.137 0.5 0.7 -1.4
C -2.662 5.992 0.239 0.3 -0.1 -0.1
N -2.274 6.345 -1.045 0.3 -0.6 2.1
C -1.082 5.891 -1.401 0.8 -1.4 2.0
C -0.278 5.088 -0.497 -0.6 0.5 -1.3
H -0.085 4.062 1.339 -0.1 -0.1 0.2
H -2.344 4.729 2.088 -0.7 0.5 0.0
H -3.530 6.532 0.588 -0.4 -0.3 -0.1
H -0.696 6.121 -2.383 -0.1 0.1 -0.1
H 0.675 4.695 -0.821 0.2 0.2 -0.2
C -2.044 -1.774 4.963 -0.6 1.7 -0.2
C -2.181 -3.164 5.448 -0.5 -1.5 0.4
C -0.787 -3.643 5.808 0.3 1.7 0.3
O 0.071 -2.444 5.747 0.1 -1.7 0.0
C -0.658 -1.308 5.376 0.0 -0.1 -0.2
H -2.676 -1.099 5.542 -0.7 -0.1 -0.5
H -2.316 -1.710 3.909 0.3 0.3 -0.1
H -2.569 -3.845 4.690 -0.3 0.2 0.0
H -2.846 -3.211 6.310 0.0 -0.1 0.0
H -0.468 -4.392 5.082 0.5 0.0 0.3
H -0.790 -3.969 6.848 0.4 -0.5 -0.2
H -0.109 -0.770 4.603 0.0 0.0 0.0
H -0.800 -0.655 6.237 0.4 0.2 0.2
C -0.994 0.754 1.074 1.1 -0.8 0.1
C -0.579 0.328 -0.330 -0.2 0.8 0.8
C 0.916 0.052 -0.183 -1.7 -0.7 -1.0
O 1.139 -0.450 1.133 -0.8 0.5 0.1
C -0.062 -0.198 1.936 -0.2 1.2 -1.2
H -2.054 0.577 1.259 0.0 0.2 0.2
H -0.736 1.809 1.154 -0.1 0.0 0.6
H -0.649 1.152 -1.040 -0.6 -0.2 -0.2
H -1.207 -0.524 -0.594 0.4 -0.2 -0.5
H 1.421 0.976 -0.466 0.6 -0.1 0.6
H 1.027 -0.670 -0.993 1.2 -0.4 0.4
H 0.234 0.287 2.866 0.1 -0.2 0.0
H -0.594 -1.126 2.147 0.2 -0.2 0.0
Br -2.945 2.859 -3.858 0.6 0.4 0.2
C -1.095 3.170 -3.287 0.6 0.2 0.1
C -0.248 2.021 -3.757 0.4 -0.4 -0.1
Br 1.671 2.439 -3.313 -0.9 -0.4 -0.1
H -1.057 3.333 -2.210 -0.4 -0.6 0.0
H -0.655 4.098 -3.653 -0.7 0.1 -0.6
H -0.284 1.856 -4.834 0.1 0.4 0.0
H -0.538 1.066 -3.319 0.3 0.1 0.3
Br -5.169 -0.582 1.031 -0.2 -0.2 -0.3
C -3.913 -1.941 0.394 -0.1 -0.5 1.6
C -4.495 -3.340 0.060 -0.1 1.1 -0.7
Br -5.363 -3.048 -1.692 0.2 -0.7 0.0
H -3.265 -1.981 1.270 0.2 -0.4 -0.1
H -3.343 -1.448 -0.394 -0.3 -0.5 -0.2
H -5.304 -3.827 0.603 0.1 1.0 0.7
H -3.710 -4.096 0.081 0.3 0.2 -0.8
Br 0.376 6.739 5.959 -0.3 -0.7 -0.7
C -0.058 5.312 4.666 -0.6 -1.2 -0.3
C -0.736 4.116 5.428 0.7 1.3 -0.3
Br -0.885 2.476 4.282 0.2 1.2 0.8
H 0.837 4.986 4.136 0.3 0.0 0.6
H -0.670 5.675 3.841 -0.3 0.4 0.5
H -1.723 4.392 5.800 -0.1 -0.2 -0.4
H -0.125 3.975 6.319 0.0 -0.8 -0.3
Br 1.900 -2.025 -3.334 0.7 0.4 -1.1
C 2.915 -1.533 -5.013 -0.6 0.7 -0.5
C 1.942 -0.964 -6.123 0.4 -0.9 1.8
Br 0.679 -2.446 -6.503 0.4 0.9 -0.4
H 3.494 -2.405 -5.314 -0.4 0.0 0.0
H 3.605 -0.745 -4.709 -0.1 0.0 0.1
H 2.366 -0.569 -7.046 0.4 -0.7 0.0
H 1.481 -0.089 -5.665 -0.7 -0.4 0.0
Br -3.110 -2.362 -7.558 0.0 0.1 1.1
C -2.710 -2.163 -5.619 0.5 0.5 0.3
C -3.657 -1.243 -4.851 0.2 -0.5 -0.7
Br -2.752 -0.906 -3.129 -0.4 -0.1 -0.4
H -1.710 -1.741 -5.516 -0.1 0.0 -0.6
H -2.639 -3.142 -5.145 -0.4 -0.1 -0.3
H -4.625 -1.731 -4.740 0.1 0.3 0.5
H -3.780 -0.274 -5.335 0.1 -0.1 0.1
Br 5.728 3.544 3.269 -1.2 -0.9 0.5
C 3.995 2.639 3.707 -1.0 0.1 -0.1
C 3.311 1.831 2.585 0.7 1.0 -1.1
Br 3.318 3.024 0.896 -0.2 -0.9 0.9
H 3.256 3.377 4.019 0.4 0.7 -0.4
H 4.070 2.069 4.633 0.7 -0.4 -0.3
H 2.238 1.673 2.688 0.2 0.1 0.5
H 3.766 0.883 2.301 0.2 0.3 0.0
```
Positions in Å, forces in eV/Å.

=====

Record 2
Here is a cluster of 4 separate species, C35H55BrF9NO9 in total from OMol25. Energies are from the ωB97M-V functional and the def2-TZVPD basis.

Properties
Orbital gap   9.70 eV

XYZ file:
```
110
Properties=species:S:1:pos:R:3:forces:R:3
H -1.124 -4.627 5.888 0.0 0.1 0.0
N -0.228 -4.576 6.369 -0.1 -0.4 0.3
C 0.583 -3.838 5.739 -0.5 0.1 0.1
C 1.960 -3.718 6.324 0.5 -0.1 -0.7
C 0.161 -3.172 4.428 0.3 0.3 0.3
C 0.492 -1.633 4.317 0.5 -2.7 -0.7
C -0.579 -1.019 3.426 -0.3 1.2 0.0
C -0.683 0.528 3.393 -0.6 0.1 0.5
C -2.151 1.022 3.542 0.6 0.9 -0.4
C -2.340 2.183 4.552 -0.7 -0.6 0.6
C -3.423 1.771 5.571 -0.1 0.1 -0.6
C -4.809 1.843 4.907 0.1 -0.1 0.5
C -5.797 0.796 5.404 -1.2 0.0 0.0
C -6.901 0.536 4.365 0.4 0.2 -0.5
C -6.449 -0.446 3.281 -0.9 -0.5 -0.6
C -6.951 -1.891 3.514 1.2 0.3 0.3
C -5.910 -2.959 3.103 -0.7 -0.3 0.2
C -5.567 -3.822 4.314 -0.2 -0.1 -0.4
O -4.704 -4.897 4.005 0.2 0.2 0.2
C -3.341 -4.504 3.934 -0.4 -0.4 -0.3
C 1.955 -1.566 3.824 -0.2 0.5 0.1
C 2.278 -1.479 2.336 0.5 1.2 0.1
C 2.008 -0.117 1.658 -0.5 -1.4 -0.3
Br 1.577 -2.915 1.203 0.1 0.0 0.1
O 0.523 -1.119 5.673 -0.9 0.3 -0.2
C -0.667 -0.768 6.238 0.1 1.6 0.5
O -0.846 0.383 6.556 0.3 -0.5 0.1
C -1.729 -1.709 6.547 -1.2 -1.8 0.1
C -2.660 -2.447 6.811 1.7 1.6 -0.9
H 2.392 -2.727 6.245 -0.1 0.1 0.2
H 1.995 -4.072 7.347 -0.3 0.0 0.1
H 2.614 -4.386 5.753 0.1 0.0 0.0
H 0.620 -3.737 3.616 0.1 0.2 -0.2
H -0.915 -3.301 4.320 0.0 -0.1 0.1
H -1.546 -1.394 3.768 0.0 -0.1 0.1
H -0.505 -1.370 2.399 0.3 -0.4 0.1
H -0.091 0.961 4.199 0.1 0.0 0.0
H -0.320 0.970 2.472 0.3 -0.3 -0.1
H -2.837 0.210 3.784 0.1 -0.1 0.1
H -2.459 1.400 2.565 -0.2 -0.2 -0.1
H -1.423 2.422 5.083 0.2 0.0 -0.1
H -2.706 3.085 4.060 0.2 0.1 -0.1
H -3.390 2.385 6.470 0.0 0.1 0.0
H -3.254 0.741 5.882 0.2 0.0 0.1
H -4.747 1.745 3.820 0.3 -0.1 0.0
H -5.209 2.842 5.089 -0.2 0.0 -0.1
H -6.316 1.132 6.304 0.3 0.1 0.3
H -5.332 -0.162 5.653 0.3 0.1 0.0
H -7.147 1.482 3.877 -0.1 0.1 0.2
H -7.823 0.187 4.829 0.0 -0.1 0.1
H -5.367 -0.459 3.143 0.1 0.2 0.3
H -6.851 -0.148 2.310 0.1 0.2 -0.1
H -7.124 -1.980 4.591 -0.2 -0.2 0.0
H -7.887 -2.080 2.997 -0.2 0.1 0.1
H -5.019 -2.534 2.640 0.1 0.1 0.1
H -6.363 -3.623 2.365 0.2 -0.1 -0.1
H -6.502 -4.260 4.665 0.0 -0.1 0.2
H -5.150 -3.210 5.124 0.0 0.1 0.0
H -2.777 -5.059 4.686 0.1 0.1 0.1
H -2.960 -4.775 2.949 0.2 0.1 0.0
H -3.226 -3.429 4.084 0.1 0.0 0.0
H 2.409 -0.690 4.297 0.1 0.1 -0.2
H 2.507 -2.411 4.226 -0.1 -0.1 0.0
H 3.356 -1.587 2.266 0.1 -0.5 0.1
H 2.689 -0.051 0.814 0.1 0.4 0.1
H 2.100 0.701 2.363 0.1 0.1 0.0
H 1.015 -0.173 1.222 -0.2 0.5 0.1
H -3.525 -3.053 6.875 -0.2 -0.3 0.4
C 5.227 2.557 -4.284 -0.4 0.4 0.5
C 4.942 1.161 -3.770 0.7 0.1 -0.3
O 3.868 1.177 -2.809 -0.2 -0.1 0.2
C 2.649 1.184 -3.322 0.6 -0.1 -0.3
O 2.378 1.180 -4.488 -0.2 -0.2 0.3
C 1.607 1.155 -2.198 -0.6 0.1 0.5
F 1.912 2.008 -1.212 0.2 0.0 -0.1
F 1.527 -0.069 -1.660 0.2 -0.1 -0.1
F 0.397 1.482 -2.643 0.1 0.0 -0.3
H 5.422 3.232 -3.448 0.0 -0.1 0.0
H 6.085 2.562 -4.939 0.2 0.0 0.1
H 4.372 2.958 -4.828 0.0 -0.1 -0.1
H 5.812 0.770 -3.247 -0.2 0.0 0.2
H 4.714 0.472 -4.579 -0.2 0.0 0.0
C 9.382 1.928 -10.221 -0.1 -0.3 0.2
C 8.523 3.110 -9.828 0.6 0.1 -0.4
O 7.233 2.677 -9.352 -0.3 0.0 0.1
C 7.179 2.291 -8.088 0.5 0.3 -0.4
O 8.091 2.268 -7.315 -0.2 -0.1 0.3
C 5.740 1.909 -7.722 -0.7 -0.4 0.1
F 5.164 1.158 -8.665 0.2 0.0 -0.1
F 4.980 3.002 -7.568 0.2 0.2 0.0
F 5.699 1.222 -6.578 0.2 -0.2 -0.5
H 8.862 1.305 -10.950 0.0 0.1 -0.1
H 10.321 2.269 -10.655 0.0 0.0 0.0
H 9.606 1.301 -9.359 0.1 0.1 0.0
H 8.326 3.737 -10.696 -0.3 -0.1 0.0
H 9.013 3.733 -9.081 -0.1 -0.1 0.2
C 0.571 2.142 -6.539 -0.6 0.1 -0.3
C 0.894 2.318 -8.007 0.5 0.1 0.5
O -0.155 1.787 -8.841 -0.1 -0.1 -0.3
C -1.198 2.578 -9.040 0.6 0.1 0.3
O -1.345 3.677 -8.595 -0.3 0.1 -0.1
C -2.199 1.892 -9.980 -0.5 -0.3 -0.3
F -2.390 0.610 -9.648 0.1 0.0 0.1
F -1.753 1.920 -11.243 0.2 0.1 0.0
F -3.382 2.497 -9.953 0.1 0.1 0.1
H 0.363 1.097 -6.315 0.2 0.0 0.0
H 1.400 2.473 -5.929 0.1 0.0 0.0
H -0.314 2.717 -6.263 0.0 0.1 -0.1
H 1.791 1.757 -8.262 -0.1 -0.1 -0.2
H 1.082 3.362 -8.255 -0.2 0.0 -0.1
```
Positions in Å, forces in eV/Å.

=====

no.,energy (eV)
1,-886258.5736
2,-151602.1855